73
Properties=species:S:1:pos:R:3:mulliken_charge:R:1 method="wB97M-V/def2-TZVPD" energy_ha=-7700.69024 e_homo_ev="-14.13 / -14.13" gap_ev="8.75 / 5.29" multiplicity=4 charge=+2
Cu 0.63944 1.91483 2.67637 -0.105
Cu 3.29566 0.42570 -2.26550 0.403
Cu -2.08358 -0.79774 -0.30511 0.416
S 0.63034 0.11616 -0.15121 1.556
O 1.04136 0.91251 1.01747 0.051
O 0.12265 -1.21597 0.15411 -0.589
O -0.59974 0.73018 -0.73216 -0.226
O 1.75681 0.05783 -1.05457 0.047
S -2.60539 1.72735 1.88278 0.917
O -2.47453 0.37376 1.30539 -0.573
O -3.81016 1.92004 2.61967 -0.513
O -1.42930 1.97651 2.72282 -0.451
O -2.72473 2.76012 0.81105 -0.230
C 0.86949 -2.59460 3.76091 -0.451
C 0.06765 -1.36671 4.29571 -0.684
O 0.10405 -0.33840 3.31109 0.010
O 0.20493 -2.98070 2.56505 -0.447
H 0.82754 -3.45685 4.42568 0.416
H 1.92155 -2.42394 3.51122 0.237
H 0.41084 -1.04447 5.28214 0.373
H -0.92025 -1.79040 4.47761 0.433
H -0.80782 -0.21995 3.01235 0.077
H 0.41344 -2.30075 1.90971 0.179
C -0.60414 -5.94595 -0.58139 -0.563
C 0.57983 -5.17625 -0.02646 -0.015
O 0.84037 -4.02849 -0.83979 -0.444
O -1.87351 -5.32643 -0.38160 -0.499
H -0.62770 -6.95389 -0.15414 0.533
H -0.46320 -6.08349 -1.66290 0.239
H 1.50111 -5.75636 -0.08349 0.370
H 0.29238 -4.91641 0.99410 0.027
H 0.42833 -3.33071 -0.31880 0.069
H -2.48194 -6.06026 -0.27327 0.311
C -1.38257 -2.22122 -2.84408 -0.230
C -2.39180 -1.27182 -3.43159 -0.391
O -2.58605 -0.18642 -2.43292 -0.478
O -1.81218 -2.66184 -1.56450 -0.251
H -0.35085 -1.86760 -2.74468 0.168
H -1.27891 -3.05196 -3.54955 0.478
H -3.38324 -1.62740 -3.70204 0.358
H -1.98940 -0.54973 -4.14751 0.258
H -3.10834 0.53404 -2.80047 0.242
H -1.27427 -3.41146 -1.23714 0.134
C -0.67065 3.92476 -1.83920 0.497
C -1.16218 5.21797 -2.43453 -0.730
O -1.90668 5.97655 -1.51499 -0.511
O -1.70479 3.07508 -1.41445 -0.551
H -0.02530 4.07577 -0.95543 0.214
H 0.14384 3.55510 -2.48244 -0.337
H -1.85453 4.96884 -3.24817 0.282
H -0.32282 5.78536 -2.84499 0.384
H -1.96171 6.91942 -1.67272 0.303
H -1.38259 2.16665 -1.32955 0.277
C 1.81744 1.87158 5.42653 -0.482
C 2.71309 1.16264 4.44168 0.022
O 2.66810 1.75105 3.15284 -0.418
O 0.55713 2.18066 4.83645 -0.280
H 2.27235 2.84807 5.62849 0.431
H 1.94325 1.29203 6.34343 0.396
H 2.40185 0.10956 4.40362 -0.116
H 3.70227 1.00365 4.87824 0.534
H 3.34095 1.41607 2.54855 0.339
H -0.02023 2.63386 5.46302 0.284
C 1.97556 2.23328 -4.33707 -0.425
C 1.05109 1.03879 -4.12497 0.273
O 1.81137 -0.14441 -4.03167 -0.503
O 2.88960 2.31811 -3.24049 -0.461
H 1.24285 3.04958 -4.30994 0.250
H 2.48892 2.38300 -5.28760 0.378
H 0.29545 1.01133 -4.91144 0.509
H 0.54856 1.35964 -3.20526 -0.323
H 1.42518 -0.88296 -4.50789 0.306
H 2.83845 3.20812 -2.88047 0.295